This record from OMol25 describes a 2-piece molecular cluster, C4H10ClN2 overall at a distorted geometry. The level of theory is ωB97M-V with the def2-TZVPD basis set.

The geometry in XYZ format:
```
17
Properties=species:S:1:pos:R:3:lowdin_charge:R:1
C -0.3684 -0.8675 -1.4205 -0.075
C -0.4576 1.4262 0.2988 -0.105
C -0.5808 0.3932 1.4340 -0.219
C -1.6533 -0.2833 1.9241 -0.495
N -0.4161 -2.2035 -1.4298 0.234
N 0.8108 -0.1667 -1.8341 0.135
Cl -1.2957 -1.7855 2.8385 0.545
H -1.2528 1.5000 -0.3632 0.056
H -0.2866 2.3597 0.7632 0.081
H 0.3590 1.1259 -0.2827 0.011
H -1.1694 -0.3617 -1.1856 0.075
H 0.4957 0.0181 1.7291 0.139
H -2.6661 -0.2563 1.7030 0.036
H -1.1715 -2.3543 -0.7593 0.143
H 0.2028 -2.9293 -1.6339 0.127
H 0.7845 0.7641 -2.2114 0.111
H 1.6850 -0.7449 -2.2224 0.200
```

Properties
Multiplicity ... 1
E_LUMO ... -4.8 eV
Energy relative to the best compared isomer or geometry (same formula, charge and spin) ... 58.9 kcal/mol
Total energy ... -727.77568 a.u.
Total charge ... +1